C23H35N8O3SSc as an isolated structure. Source: the Open Molecules 2025 dataset; level of theory: the ωB97M-V functional and the def2-TZVPD basis.

Energy above the lowest of the compared OMol25 structures with the same formula, charge and spin (kcal per mole): 14.7
LUMO (alpha / beta) (eV): -5.814 / -5.906
Calculated total energy (eV): -74008.4054
Net charge: +2
Strongest force on any atom (eV/Å): 0.79

```
71
C23H35N8O3SSc, DFT the ωB97M-V functional and the def2-TZVPD basis
Sc 1.19016 0.41084 -0.70990
C 2.91282 4.01266 3.22763
N 2.00278 3.42362 2.24140
C 0.88828 4.27693 1.80579
C 2.22325 2.27026 1.65715
O 1.45900 1.83038 0.76206
C 3.43379 1.42597 2.04040
O 3.43901 0.25132 1.25827
C 3.33258 -0.97651 1.94512
C 2.14528 -1.76651 1.40309
O 1.53461 -1.32162 0.39771
N 1.78612 -2.88600 1.98595
C 2.49109 -3.46118 3.13434
C 0.60289 -3.63094 1.53985
H 2.31797 4.45529 4.02305
H 3.51726 4.79034 2.76076
H 3.56497 3.26418 3.66626
H 0.45175 4.73863 2.68804
H 0.14781 3.67800 1.28874
H 1.26174 5.05184 1.13677
H 3.40222 1.19764 3.10804
H 4.35056 1.98788 1.84983
H 3.20667 -0.82387 3.01910
H 4.24738 -1.55707 1.79993
H 3.49023 -3.05126 3.23981
H 2.58365 -4.53374 2.97625
H 1.92197 -3.28788 4.04754
H 0.03426 -3.03559 0.83542
H -0.01577 -3.84157 2.41054
H 0.92026 -4.56913 1.08604
S 0.50588 2.17542 -2.39766
C -1.20967 1.85150 -2.21832
N -2.05345 2.61142 -2.93813
N -3.30545 2.34957 -3.05976
C -4.08160 1.14805 -2.91962
C -5.36239 1.29566 -2.41873
C -6.20640 0.19167 -2.36548
C -5.76774 -1.03718 -2.82790
C -4.48273 -1.16325 -3.35146
C -3.63110 -0.07510 -3.39748
N -1.75396 1.03340 -1.30792
N -0.94463 0.45296 -0.48832
C -1.62987 -0.31676 0.51279
C -2.79553 -1.01589 0.21716
C -3.41492 -1.76027 1.20899
C -2.88351 -1.80910 2.49266
C -1.72828 -1.09824 2.78561
C -1.09878 -0.35492 1.79653
H -3.80539 3.11966 -3.48507
H -5.70010 2.26221 -2.06427
H -7.20703 0.30489 -1.97083
H -6.42782 -1.89347 -2.80169
H -4.15314 -2.11673 -3.74357
H -2.64104 -0.17073 -3.82402
H -3.20960 -0.96954 -0.78155
H -4.32258 -2.30288 0.97840
H -3.37964 -2.38575 3.26186
H -1.33157 -1.10110 3.79338
H -0.22140 0.23591 2.03360
N 3.23743 0.40192 -1.86081
C 3.09297 -0.22320 -3.20294
C 2.25093 -1.47464 -3.07696
N 0.93654 -1.11334 -2.49940
H 3.59440 1.34814 -1.96444
H 3.94385 -0.09403 -1.32429
H 4.06326 -0.45644 -3.64082
H 2.59590 0.49991 -3.84855
H 2.72854 -2.18744 -2.40118
H 2.15389 -1.95992 -4.04870
H 0.39628 -1.94841 -2.29611
H 0.40489 -0.57694 -3.18001
```

***

C55H81Ge2NaO2P3Si2Te as an isolated structure in a non-equilibrium geometry. Source: the Open Molecules 2025 dataset; level of theory: the ωB97M-V functional and the def2-TZVPD basis.

Energy above the lowest of the compared OMol25 structures with the same formula, charge and spin (kcal per mole): 0.0
⟨S²⟩: 0.7668
2S+1: 2
LUMO (alpha / beta) (eV): 0.187 / 0.183
Calculated total energy (eV): -230812.9232
Net charge: 0
Strongest force on any atom (eV/Å): 2.13

```
147
C55H81Ge2NaO2P3Si2Te, DFT the ωB97M-V functional and the def2-TZVPD basis
Na 0.42835 0.28684 0.62141
O -0.60510 -1.26617 1.31428
P -0.39983 -1.82579 2.71208
C 1.39962 -1.87029 3.11110
P 2.27054 -0.28582 2.94943
O 2.12821 0.31000 1.57780
C 1.70112 0.83031 4.23938
C 0.55878 1.59496 4.01045
C 0.08005 2.44218 4.99530
C 0.75245 2.54379 6.20563
C 1.89921 1.80592 6.43443
C 2.37479 0.94696 5.44813
C 4.00174 -0.65166 3.30288
C 4.41434 -1.59284 4.23811
C 5.76860 -1.81298 4.45570
C 6.70982 -1.09334 3.73338
C 6.30419 -0.15785 2.79410
C 4.94935 0.06308 2.57583
C -0.83308 -3.59809 2.65470
C -1.36813 -4.21746 3.77670
C -1.78933 -5.54198 3.70867
C -1.69122 -6.24364 2.51568
C -1.16151 -5.63003 1.38809
C -0.72813 -4.31159 1.46306
C -1.18604 -1.00480 3.96856
C -2.42390 -0.29873 3.68723
C -3.11247 0.33118 4.68176
C -2.67048 0.29726 6.04010
C -1.50035 -0.43486 6.33879
C -0.77606 -1.07848 5.37066
H 1.86847 -2.55954 2.40109
H 1.53713 -2.27576 4.11603
H 0.00882 1.50416 3.08217
H -0.83433 2.99748 4.82918
H 0.37032 3.19954 6.97814
H 2.42421 1.88979 7.37704
H 3.27303 0.36996 5.62932
H 3.68575 -2.15948 4.80520
H 6.08617 -2.54818 5.18360
H 7.76522 -1.26699 3.90217
H 7.04122 0.39728 2.22758
H 4.61335 0.77671 1.83287
H -1.49035 -3.64845 4.69201
H -2.21405 -6.01739 4.58399
H -2.03535 -7.26929 2.46175
H -1.09619 -6.17358 0.45335
H -0.32870 -3.81540 0.58513
H -2.80661 -0.28236 2.67343
H -4.03202 0.85188 4.43121
H -3.22828 0.79539 6.82050
H -1.15847 -0.49083 7.36764
H 0.12076 -1.61764 5.65860
C 3.92866 3.82232 -2.94167
Si 4.85343 2.68175 -1.80069
C 4.35880 2.99361 -0.02880
C 6.68470 2.92985 -2.02109
C 4.42581 0.90206 -2.18878
Te 2.32585 0.57183 -2.05033
C 2.33911 -1.34293 -3.01993
Si 2.13636 -1.24039 -4.88074
C 3.37277 -0.06172 -5.62702
C 2.39625 -2.93374 -5.61217
C 0.41664 -0.63617 -5.26256
H 4.16543 4.86573 -2.71427
H 2.84692 3.69036 -2.85445
H 4.20207 3.63514 -3.98433
H 4.32864 4.06142 0.20443
H 5.06372 2.52150 0.66240
H 3.37035 2.56732 0.17914
H 6.97041 3.95973 -1.78913
H 6.98208 2.72335 -3.05274
H 7.25702 2.26718 -1.36630
H 4.92141 0.22577 -1.48800
H 4.71442 0.62863 -3.20548
H 1.50392 -1.90170 -2.58675
H 3.25839 -1.83545 -2.69699
H 4.40288 -0.40978 -5.50774
H 3.28733 0.93258 -5.17985
H 3.17809 0.03400 -6.69898
H 3.41346 -3.28867 -5.42405
H 2.24365 -2.91031 -6.69496
H 1.70010 -3.66437 -5.19109
H 0.24765 0.33699 -4.79098
H -0.35230 -1.33034 -4.90721
H 0.27945 -0.50946 -6.34026
C -4.64525 2.39332 -2.56919
Ge -4.27214 0.68631 -3.45521
C -3.25517 1.05701 -5.08337
C -6.03787 -0.01276 -3.92789
Ge -3.02154 -0.94423 -2.15788
C -2.71766 -2.53870 -3.25946
C -1.72100 -3.44642 -2.88212
C -1.42765 -4.55840 -3.66116
C -2.12365 -4.78102 -4.84257
C -3.10879 -3.88867 -5.23790
C -3.40049 -2.77891 -4.45198
C -3.90824 -1.43562 -0.49708
C -3.46588 -2.53866 0.23466
C -4.04962 -2.87616 1.44733
C -5.09517 -2.11074 1.94808
C -5.55715 -1.01689 1.22913
C -4.96686 -0.68345 0.01450
H -5.35917 2.93058 -3.19842
H -3.75803 3.01438 -2.45281
H -5.09627 2.24685 -1.58770
H -3.64898 1.94822 -5.57577
H -3.32154 0.21613 -5.77521
H -2.20118 1.22327 -4.85406
H -6.55270 0.71827 -4.55495
H -6.62924 -0.17240 -3.02476
H -5.98599 -0.95762 -4.46774
H -1.15100 -3.28003 -1.97277
H -0.65365 -5.24963 -3.34968
H -1.89527 -5.64515 -5.45373
H -3.65012 -4.05434 -6.16117
H -4.16867 -2.09123 -4.78438
H -2.64384 -3.14155 -0.13102
H -3.67483 -3.72552 2.00767
H -5.53511 -2.35490 2.90672
H -6.37187 -0.41797 1.61801
H -5.33791 0.17674 -0.53325
C 0.22027 5.67974 1.66342
C 0.84845 4.30719 1.43251
P -0.05221 3.15526 0.30547
C -1.77028 3.24250 1.00206
C -2.62413 2.01676 0.67129
C -0.18928 4.18546 -1.22037
C -0.68922 3.40003 -2.43542
H 0.84696 6.27699 2.32848
H -0.76399 5.60052 2.12735
H 0.10743 6.23945 0.73339
H 0.97014 3.77995 2.38170
H 1.85570 4.41702 1.02277
H -2.26009 4.15751 0.65998
H -1.66109 3.32655 2.08827
H -2.83324 1.95105 -0.39874
H -3.58264 2.05251 1.19244
H -2.14495 1.08142 0.97283
H 0.80525 4.59839 -1.41538
H -0.85327 5.02877 -1.01803
H 0.02309 2.62916 -2.73312
H -0.85183 4.05912 -3.29080
H -1.63776 2.89972 -2.22463
C -1.17328 -0.42647 -1.77347
H -0.58663 -0.54180 -2.68725
H -0.80132 -1.11187 -1.00716
H -1.08167 0.60547 -1.42450
```

***

C5H4N2O in the gas phase in a non-equilibrium geometry. Source: the Open Molecules 2025 dataset; level of theory: the ωB97M-V functional and the def2-TZVPD basis.

Energy above the lowest of the compared OMol25 structures with the same formula, charge and spin (kcal per mole): 66.1
LUMO (eV): 0.606
Calculated total energy (eV): -10273.8956
Net charge: 0
SMILES: c1cn2ccoc2n1
Strongest force on any atom (eV/Å): 4.99

```
12
C5H4N2O, DFT the ωB97M-V functional and the def2-TZVPD basis
C 2.03397 -0.36646 0.02460
C 1.26424 0.90906 -0.19655
C -1.30511 0.91773 -0.14274
C -2.02323 -0.30820 -0.07417
C 0.07376 -1.05543 -0.27348
H 3.05978 -0.47974 0.07385
H 1.46065 1.98735 -0.05115
H -1.55952 1.80989 0.58431
H -2.98089 -0.77848 0.41351
N -0.04899 0.40115 -0.21295
N 1.24147 -1.54784 -0.00465
O -1.21614 -1.48904 -0.14058
```

***

C23H33AlN8SSbSe4 as an isolated structure in a non-equilibrium geometry. Source: the Open Molecules 2025 dataset; level of theory: the ωB97M-V functional and the def2-TZVPD basis.

LUMO (eV): 0.190
Calculated total energy (eV): -321666.7363
Net charge: -1
Strongest force on any atom (eV/Å): 1.54

```
71
C23H33AlN8SSbSe4, DFT the ωB97M-V functional and the def2-TZVPD basis
Al 0.17833 0.55526 0.71470
C 2.17056 -4.76332 2.19647
C 3.22580 -3.90636 2.48199
C 3.09916 -2.54377 2.29391
C 1.90003 -2.00772 1.80340
C 0.85372 -2.87897 1.49866
C 0.98756 -4.24116 1.69849
N 1.71214 -0.61384 1.59896
N 2.65061 0.09139 2.07716
C 2.51074 1.45643 2.00218
C 3.54822 2.24911 2.51635
C 3.38887 3.61654 2.53233
C 2.21916 4.18554 2.02529
C 1.21259 3.38648 1.49123
C 1.32881 2.00699 1.47560
H 2.26800 -5.82760 2.36626
H 4.15888 -4.30676 2.85752
H 3.91627 -1.87672 2.51726
H -0.07401 -2.47058 1.12195
H 0.16051 -4.89948 1.46682
H 4.44822 1.77794 2.89435
H 4.16579 4.24523 2.94838
H 2.09645 5.26117 2.04749
H 0.31742 3.84539 1.08553
C -2.67107 -1.71199 -0.38111
N -3.47507 -0.88559 0.50354
C -4.90854 -1.03802 0.30343
C -2.92127 -0.08488 1.41283
S -1.38436 -0.56012 2.12140
N -3.59602 0.95433 1.89010
C -4.55086 1.68449 1.04762
C -3.07339 1.76751 2.97870
H -3.19076 -1.77450 -1.33611
H -2.51090 -2.71445 0.03398
H -1.71258 -1.22933 -0.55282
H -5.12410 -2.10951 0.27628
H -5.21913 -0.59538 -0.64683
H -5.46491 -0.59461 1.12386
H -4.54293 1.32409 0.02069
H -4.24434 2.73004 1.01531
H -5.56102 1.62069 1.46063
H -2.59516 1.14923 3.73104
H -3.90556 2.31191 3.42285
H -2.34363 2.48059 2.58263
C 1.10956 -1.55684 -1.54797
N 1.77966 -1.82113 -2.80876
C 0.95414 -1.27381 -3.89452
N 0.75090 0.15802 -3.73513
C 0.08374 0.42242 -2.47313
N 0.88833 -0.10334 -1.30993
C 2.22075 0.57087 -1.38673
N 2.90057 0.32325 -2.64365
C 3.06581 -1.12112 -2.80565
C 2.05020 0.81639 -3.73998
H 1.71589 -1.96312 -0.74473
H 0.13900 -2.05864 -1.55724
H -0.01407 -1.77875 -3.89298
H 1.45306 -1.46482 -4.84696
H -0.89872 -0.05338 -2.47696
H -0.04675 1.49901 -2.35954
H 2.85130 0.20991 -0.57313
H 2.06437 1.64534 -1.26523
H 3.67652 -1.50736 -1.98432
H 3.57795 -1.31503 -3.74991
H 2.55330 0.61663 -4.68818
H 1.90642 1.89260 -3.63072
Se -4.13857 0.54824 -2.77469
Sb -2.93462 2.63076 -2.30033
Se -1.48714 1.95964 -0.18077
Se -4.36646 4.38261 -1.34393
Se -1.30336 3.27592 -4.00520
```

***

- Number 2 is which compound?
  C55H81Ge2NaO2P3Si2Te

***

- Which of these has the lowest net charge?
  C23H33AlN8SSbSe4

***

- Which value of calculated total energy does entry 1 give?
  -74008.4054 eV